No. 1
Entry from the OMol25 dataset: a structure of composition C55H51AlF5N4OSe (the ωB97M-V functional and the def2-TZVPD basis).

- Kohn-Sham gap (eV) = 5.18
- E_HOMO (hartree) = -0.118
- ΔE to the lowest compared entry with this formula, charge and spin (kJ/mol) = 0.0
- max |F| (eV/A) = 3.02

```
! wB97M-V def2-TZVPD RIJCOSX def2/J DEFGRID3
* xyz -1 1
Al -0.724 0.660 0.091
C -0.456 1.276 3.165
N -1.072 0.570 2.012
C -2.333 0.138 2.286
C -3.232 -0.012 1.222
C -4.588 -0.428 1.088
C -4.908 -0.383 -0.253
C -3.756 0.061 -0.932
N -2.759 0.316 -0.041
C 0.317 0.358 4.102
C 1.017 -0.766 3.645
C 1.627 -1.579 4.606
C 1.682 -1.213 5.955
C 1.046 -0.064 6.378
C 0.371 0.714 5.436
H -1.199 1.775 3.827
H 0.223 2.069 2.798
H -2.574 -0.203 3.311
H -5.272 -0.615 1.896
H -5.814 -0.741 -0.701
H -3.633 0.279 -1.967
H 1.006 -0.975 2.555
H 2.035 -2.537 4.246
H 2.187 -1.822 6.645
H 1.002 0.211 7.452
H -0.138 1.603 5.788
C 1.781 3.709 2.620
C 2.433 2.653 1.751
C 3.796 2.311 2.317
C 2.517 2.963 0.246
C 3.225 4.114 -0.021
C 3.337 4.540 -1.328
C 2.864 3.763 -2.353
C 2.264 2.507 -2.153
C 2.023 1.790 -3.485
C 3.292 1.032 -4.011
C 0.822 0.840 -3.555
C 1.955 2.130 -0.804
N 1.226 0.956 -0.489
C 1.807 -0.284 -0.510
C 0.967 -1.449 -0.568
N -0.378 -1.275 -0.448
C -1.230 -2.421 -0.838
C -1.616 -2.551 -2.208
C -2.449 -3.635 -2.594
C -2.783 -4.638 -1.651
C -2.302 -4.584 -0.358
C -1.555 -3.449 0.064
C -1.407 -3.269 1.564
C -0.379 -4.251 2.135
C -2.728 -3.558 2.340
C -1.239 -1.606 -3.305
C 0.039 -2.189 -3.918
C -2.268 -1.351 -4.399
C 1.842 -2.621 -0.592
C 1.745 -3.988 -0.815
C 2.943 -4.773 -0.946
C 4.200 -4.251 -0.789
C 4.379 -2.862 -0.550
C 5.611 -2.147 -0.480
C 5.630 -0.755 -0.474
C 4.435 -0.010 -0.561
C 3.204 -0.692 -0.487
C 3.183 -2.105 -0.486
H 1.676 3.280 3.645
H 0.761 4.015 2.328
H 2.407 4.614 2.750
H 1.849 1.736 1.857
H 4.509 3.168 2.417
H 4.296 1.498 1.725
H 3.637 1.903 3.343
H 3.641 4.605 0.838
H 3.839 5.509 -1.543
H 3.013 4.092 -3.381
H 1.897 2.615 -4.203
H 3.499 0.243 -3.298
H 4.194 1.724 -4.003
H 3.180 0.591 -5.064
H 0.802 0.121 -2.747
H 0.886 0.214 -4.460
H -0.177 1.340 -3.545
H -2.800 -3.651 -3.612
H -3.374 -5.496 -1.995
H -2.500 -5.367 0.323
H -1.086 -2.237 1.734
H -0.654 -5.299 1.914
H -0.300 -4.114 3.227
H 0.630 -4.078 1.690
H -2.940 -4.646 2.423
H -3.638 -3.071 1.894
H -2.686 -3.204 3.431
H -1.029 -0.601 -2.837
H -0.131 -3.260 -4.188
H 0.882 -2.102 -3.244
H 0.282 -1.704 -4.887
H -2.333 -2.203 -5.096
H -1.923 -0.444 -4.961
H -3.286 -1.139 -4.042
H 0.780 -4.431 -1.111
H 2.863 -5.847 -1.176
H 5.038 -4.942 -0.968
H 6.570 -2.612 -0.441
H 6.553 -0.161 -0.505
H 4.410 1.081 -0.742
F -7.591 5.618 0.511
C -6.429 5.099 0.071
C -5.182 5.526 0.506
F -5.168 6.546 1.386
C -3.998 4.955 0.018
F -2.817 5.419 0.477
C -4.037 3.959 -0.953
Se -2.422 3.308 -1.896
C -5.281 3.539 -1.373
F -5.383 2.504 -2.255
C -6.473 4.135 -0.955
F -7.650 3.920 -1.578
O -0.817 3.644 0.412
C -1.228 2.803 -0.335
*
```

=====

No. 2
Entry from the OMol25 dataset: a structure of composition C55H51BF2IN5O4S2Ti (the ωB97M-V functional and the def2-TZVPD basis).

- Kohn-Sham gap (spin up / spin down) (eV) = 5.42 / 7.45
- E_HOMO (spin up / spin down) (hartree) = -0.281 / -0.356
- expectation value of S² = 0.7774
- ΔE to the lowest compared entry with this formula, charge and spin (kJ/mol) = 362.2
- max |F| (eV/A) = 0.76

```
! wB97M-V def2-TZVPD RIJCOSX def2/J DEFGRID3
* xyz 1 2
Ti 0.394 1.095 0.893
C -3.215 0.372 3.670
C -3.376 1.429 2.618
N -4.570 2.018 2.527
C -4.725 2.949 1.581
C -3.743 3.380 0.712
C -4.069 4.439 -0.302
O -3.342 5.652 -0.120
C -2.445 2.802 0.813
C -1.370 3.275 0.031
N -0.063 2.891 0.179
C 0.880 3.572 -0.626
C 0.705 3.647 -2.008
C 1.644 4.264 -2.816
C 2.790 4.807 -2.254
C 2.977 4.750 -0.882
C 2.025 4.147 -0.070
I 2.338 4.185 1.988
C -2.324 1.767 1.775
O -1.155 1.103 1.866
H -3.960 -0.413 3.531
H -2.220 -0.070 3.647
H -3.396 0.801 4.659
H -5.713 3.395 1.511
H -3.813 4.104 -1.310
H -5.147 4.628 -0.288
H -3.547 5.995 0.756
H -1.563 4.089 -0.656
H -0.178 3.190 -2.438
H 1.484 4.316 -3.885
H 3.534 5.288 -2.875
H 3.859 5.190 -0.439
C -6.928 -1.996 -1.367
C -5.477 -1.927 -0.991
C -5.058 -2.173 0.309
C -3.713 -2.101 0.650
C -2.787 -1.794 -0.330
C -3.181 -1.528 -1.640
C -4.520 -1.598 -1.959
S -1.104 -1.628 0.162
O -0.648 -0.292 -0.434
C -0.265 -2.938 -0.723
C -0.354 -4.160 -0.010
C 0.295 -5.266 -0.457
C 1.094 -5.203 -1.624
C 1.796 -6.342 -2.088
C 2.566 -6.275 -3.211
C 2.666 -5.062 -3.923
C 1.998 -3.949 -3.501
C 1.192 -3.984 -2.333
C 0.481 -2.826 -1.869
C 0.570 -1.609 -2.732
C -0.243 -1.552 -3.910
C -1.147 -2.591 -4.252
C -1.927 -2.497 -5.369
C -1.842 -1.364 -6.207
C -0.972 -0.356 -5.910
C -0.149 -0.426 -4.760
C 0.764 0.617 -4.453
C 1.556 0.540 -3.353
C 1.454 -0.591 -2.508
S 2.329 -0.556 -0.977
O 1.976 0.834 -0.409
C 4.020 -0.342 -1.455
C 4.850 0.272 -0.524
C 6.194 0.400 -0.819
C 6.725 -0.086 -2.014
C 8.185 0.082 -2.322
C 5.872 -0.711 -2.916
C 4.517 -0.843 -2.648
H -7.560 -2.155 -0.495
H -7.104 -2.815 -2.067
H -7.246 -1.075 -1.855
H -5.790 -2.406 1.071
H -3.395 -2.264 1.673
H -2.450 -1.241 -2.382
H -4.840 -1.384 -2.972
H -0.941 -4.199 0.901
H 0.226 -6.201 0.084
H 1.706 -7.267 -1.532
H 3.098 -7.149 -3.561
H 3.275 -5.016 -4.817
H 2.078 -3.032 -4.070
H -1.223 -3.463 -3.616
H -2.613 -3.296 -5.617
H -2.466 -1.303 -7.089
H -0.895 0.513 -6.553
H 0.818 1.476 -5.110
H 2.240 1.337 -3.092
H 4.443 0.655 0.404
H 6.848 0.887 -0.105
H 8.802 -0.219 -1.475
H 8.416 1.126 -2.539
H 8.477 -0.512 -3.186
H 6.267 -1.096 -3.848
H 3.861 -1.323 -3.362
C -0.177 3.093 6.536
C -0.354 3.377 5.059
N 0.107 2.230 4.292
C 0.316 0.997 4.761
N 0.885 0.087 3.967
C 1.136 -1.263 4.489
C 0.056 -1.663 5.470
C 0.011 -0.637 6.579
N -0.079 0.708 6.014
C -0.742 1.720 6.834
H -0.681 3.851 7.133
H 0.884 3.110 6.796
H 0.228 4.245 4.751
H -1.403 3.581 4.823
H 0.365 2.373 3.325
H 2.119 -1.298 4.969
H 1.162 -1.941 3.639
H 0.251 -2.654 5.878
H -0.910 -1.690 4.962
H 0.895 -0.706 7.220
H -0.867 -0.784 7.210
H -0.581 1.448 7.876
H -1.822 1.695 6.647
F 2.905 0.598 2.736
B 1.543 0.417 2.618
F 1.241 -0.714 1.714
*
```

=====

No. 3
Entry from the OMol25 dataset: a structure of composition C55H53N6O5P3Zr (the ωB97M-V functional and the def2-TZVPD basis).

- Kohn-Sham gap (eV) = 6.65
- E_HOMO (hartree) = -0.460
- ΔE to the lowest compared entry with this formula, charge and spin (kJ/mol) = 0.0
- max |F| (eV/A) = 0.86

```
! wB97M-V def2-TZVPD RIJCOSX def2/J DEFGRID3
* xyz 2 1
Zr 0.877 0.828 -0.066
O 4.771 -0.732 -0.658
C 3.649 -0.501 -0.259
N 3.016 0.713 -0.145
C 3.745 1.916 -0.410
C 5.116 2.034 -0.629
C 5.653 3.289 -0.886
C 4.847 4.417 -0.933
C 3.485 4.304 -0.700
C 2.947 3.056 -0.439
N 1.557 2.843 -0.174
C 1.001 3.709 0.742
O 1.539 4.580 1.385
C -0.470 3.449 0.927
C -1.298 4.393 1.497
C -2.640 4.082 1.661
C -3.087 2.828 1.274
C -2.187 1.931 0.731
N -0.894 2.233 0.540
C 2.780 -1.655 0.153
C 3.324 -2.905 0.375
C 2.497 -3.918 0.835
C 1.157 -3.637 1.076
C 0.694 -2.366 0.809
N 1.477 -1.394 0.321
H 5.756 1.170 -0.609
H 6.717 3.374 -1.058
H 5.277 5.387 -1.141
H 2.850 5.178 -0.714
H -0.871 5.339 1.799
H -3.323 4.804 2.090
H -4.123 2.541 1.384
H -2.506 0.938 0.448
H 4.380 -3.046 0.193
H 2.895 -4.907 1.022
H 0.471 -4.380 1.462
H -0.335 -2.105 1.009
C 3.017 3.393 5.736
C 2.006 3.130 4.648
O 2.055 1.722 4.265
P 2.594 1.304 2.821
O 1.028 0.817 2.105
C -0.116 0.406 2.923
C 0.183 -0.733 3.872
O 3.135 -0.170 3.097
C 3.606 -0.736 4.350
C 5.115 -0.768 4.361
H 2.943 4.431 6.059
H 4.031 3.219 5.376
H 2.833 2.751 6.597
H 2.190 3.748 3.766
H 0.988 3.308 4.993
H -0.900 0.105 2.221
H -0.463 1.290 3.460
H 0.638 -1.579 3.359
H -0.762 -1.060 4.309
H 0.840 -0.420 4.679
H 3.181 -1.738 4.399
H 3.212 -0.150 5.179
H 5.502 -1.313 3.501
H 5.461 -1.264 5.268
H 5.528 0.241 4.346
C -1.903 -2.033 -1.151
P -1.228 -0.459 -1.810
C -0.470 -1.064 -3.357
C 0.680 -1.850 -3.241
C 1.293 -2.370 -4.368
C 0.763 -2.103 -5.625
C -0.377 -1.325 -5.747
C -0.997 -0.805 -4.617
C -2.744 0.444 -2.335
C -3.816 -0.290 -2.855
C -4.974 0.336 -3.284
C -5.087 1.716 -3.208
C -4.037 2.463 -2.694
C -2.883 1.830 -2.259
P -2.702 -1.839 0.511
C -2.502 -3.518 1.203
C -2.506 -3.642 2.591
C -2.350 -4.884 3.190
C -2.179 -6.014 2.404
C -2.169 -5.904 1.020
C -2.330 -4.662 0.421
C -4.464 -1.720 0.073
C -5.108 -2.671 -0.719
C -6.440 -2.509 -1.059
C -7.144 -1.398 -0.607
C -6.518 -0.457 0.196
C -5.181 -0.622 0.535
H -1.036 -2.687 -1.034
H -2.555 -2.507 -1.883
H 1.101 -2.059 -2.262
H 2.183 -2.978 -4.270
H 1.243 -2.505 -6.507
H -0.790 -1.121 -6.726
H -1.884 -0.193 -4.724
H -3.753 -1.365 -2.943
H -5.787 -0.258 -3.679
H -5.988 2.209 -3.546
H -4.118 3.540 -2.627
H -2.104 2.440 -1.822
H -2.638 -2.758 3.206
H -2.365 -4.970 4.268
H -2.058 -6.984 2.868
H -2.045 -6.786 0.406
H -2.325 -4.596 -0.661
H -4.576 -3.551 -1.063
H -6.936 -3.254 -1.667
H -8.187 -1.276 -0.869
H -7.072 0.396 0.564
H -4.695 0.102 1.180
N 5.116 0.378 -5.314
C 4.137 0.755 -4.850
C 2.907 1.226 -4.273
C 2.056 2.077 -4.963
C 0.883 2.455 -4.334
C 0.620 1.974 -3.069
N 1.439 1.164 -2.383
C 2.570 0.803 -2.994
H 2.308 2.425 -5.955
H 0.172 3.113 -4.813
H -0.290 2.273 -2.574
H 3.255 0.139 -2.491
*
```

=====

No. 4
Entry from the OMol25 dataset: a structure of composition C55H54BiN3O8S4 (the ωB97M-V functional and the def2-TZVPD basis).

- Kohn-Sham gap (eV) = 7.24
- E_HOMO (hartree) = -0.268
- ΔE to the lowest compared entry with this formula, charge and spin (kJ/mol) = 22.0
- max |F| (eV/A) = 0.92

```
! wB97M-V def2-TZVPD RIJCOSX def2/J DEFGRID3
* xyz 0 1
Bi 0.085 -0.458 2.015
C -1.786 -3.684 4.646
C -1.586 -2.361 3.960
N -0.775 -2.330 2.937
N -0.226 -3.534 2.565
C 0.528 -3.586 1.531
S 0.973 -2.285 0.449
S 1.209 -5.130 1.059
C 0.043 -6.298 1.867
C -1.129 -6.562 0.965
C -1.130 -7.676 0.129
C -2.176 -7.896 -0.755
C -3.232 -6.999 -0.818
C -3.236 -5.880 0.004
C -2.194 -5.665 0.892
C -2.330 -1.195 4.401
C -2.781 -1.133 5.732
C -3.573 -0.110 6.193
C -3.975 0.890 5.300
C -3.539 0.874 3.999
C -2.671 -0.129 3.518
O -2.250 -0.066 2.280
H -2.090 -4.425 3.909
H -2.542 -3.632 5.421
H -0.838 -4.023 5.067
H -0.231 -5.827 2.806
H 0.621 -7.203 2.049
H -0.302 -8.376 0.172
H -2.160 -8.764 -1.403
H -4.051 -7.169 -1.506
H -4.039 -5.156 -0.054
H -2.200 -4.779 1.513
H -2.457 -1.893 6.432
H -3.880 -0.077 7.230
H -4.633 1.684 5.635
H -3.819 1.658 3.306
C -6.412 3.221 -3.782
C -5.099 2.642 -3.329
C -3.941 3.416 -3.315
C -2.756 2.901 -2.817
C -2.724 1.597 -2.345
C -3.848 0.795 -2.383
C -5.027 1.323 -2.885
S -1.203 1.103 -1.541
O -1.479 -0.098 -0.699
C -0.383 0.400 -3.000
C -0.787 -0.880 -3.427
C -0.129 -1.495 -4.447
C 0.968 -0.865 -5.083
C 1.673 -1.500 -6.133
C 2.727 -0.881 -6.743
C 3.137 0.399 -6.318
C 2.487 1.032 -5.297
C 1.376 0.426 -4.659
C 0.680 1.054 -3.583
C 1.146 2.387 -3.076
C 0.897 3.573 -3.828
C 0.162 3.549 -5.040
C -0.150 4.709 -5.689
C 0.266 5.953 -5.169
C 0.988 6.007 -4.011
C 1.315 4.824 -3.306
C 2.000 4.869 -2.067
C 2.207 3.733 -1.347
C 1.771 2.494 -1.854
S 1.747 1.094 -0.709
O 1.360 1.717 0.606
C 3.481 0.689 -0.587
C 3.914 -0.378 -1.365
C 5.204 -0.853 -1.206
C 6.063 -0.275 -0.273
C 7.436 -0.844 -0.045
C 5.609 0.806 0.479
C 4.316 1.284 0.340
H -6.310 4.275 -4.033
H -7.159 3.129 -2.992
H -6.794 2.693 -4.659
H -3.974 4.439 -3.673
H -1.860 3.512 -2.769
H -3.807 -0.218 -2.000
H -5.917 0.704 -2.916
H -1.614 -1.359 -2.918
H -0.438 -2.476 -4.786
H 1.360 -2.489 -6.444
H 3.252 -1.372 -7.552
H 3.973 0.881 -6.810
H 2.815 2.010 -4.971
H -0.165 2.596 -5.437
H -0.721 4.679 -6.608
H -0.001 6.865 -5.687
H 1.303 6.958 -3.601
H 2.329 5.828 -1.683
H 2.676 3.759 -0.371
H 3.233 -0.842 -2.071
H 5.539 -1.700 -1.792
H 7.818 -1.333 -0.941
H 7.397 -1.594 0.749
H 8.139 -0.071 0.264
H 6.265 1.267 1.207
H 3.943 2.076 0.975
O -2.805 -2.146 0.382
H -2.838 -1.508 1.113
H -2.207 -1.721 -0.246
O -2.140 2.512 0.588
H -1.192 2.439 0.751
H -2.548 1.779 1.073
O 2.837 0.598 3.158
C 2.744 -0.569 3.538
O 1.767 -1.366 3.331
H 3.564 -1.024 4.127
C 2.463 2.609 5.921
N 1.436 1.596 5.726
C 1.438 0.460 6.633
C 0.627 1.596 4.652
C 0.640 2.804 3.759
O -0.128 0.637 4.421
H 3.139 2.267 6.700
H 2.036 3.565 6.231
H 3.035 2.747 5.003
H 1.257 0.801 7.654
H 2.396 -0.062 6.589
H 0.651 -0.225 6.335
H 0.836 3.727 4.301
H -0.324 2.875 3.259
H 1.415 2.655 3.003
*
```